one) The following is a DFT calculation (wB97M-V/def2-TZVPD) of C5H9FO in the gas phase.

Calculated values
LUMO (alpha / beta) (eV): 0.8323 / -2.7323
2S+1: 3
HOMO-LUMO gap (alpha / beta) (eV): 4.73 / 8.58
E_HOMO (alpha / beta) (eV): -3.8940 / -11.3164

Geometry as XYZ:
```
16
C5H9FO | the Open Molecules 2025 dataset | wB97M-V/def2-TZVPD
C -0.28 -0.45 0.11
C 1.14 -0.17 0.26
C -0.87 -1.74 -0.35
C -1.40 0.57 0.17
C 1.63 1.63 -0.10
O 0.52 -0.54 1.38
F 1.96 -1.00 -0.38
H -0.09 -2.62 -0.36
H -1.27 -1.46 -1.38
H -1.66 -2.04 0.49
H -1.24 1.26 1.03
H -2.44 0.07 0.23
H -1.32 1.09 -0.67
H 0.85 1.83 -0.78
H 2.63 1.63 -0.56
H 1.84 1.94 0.90
```



two) The following is a DFT calculation (wB97M-V/def2-TZVPD) of C5H9FO as an isolated structure.

Calculated values
LUMO (alpha / beta) (eV): 0.8662 / -3.0414
2S+1: 3
HOMO-LUMO gap (alpha / beta) (eV): 6.28 / 8.71
E_HOMO (alpha / beta) (eV): -5.4158 / -11.7553

Geometry as XYZ:
```
16
C5H9FO | the Open Molecules 2025 dataset | wB97M-V/def2-TZVPD
C -2.41 -0.25 0.05
C -0.02 0.16 -1.48
C -0.07 1.32 0.77
C 0.01 -1.23 0.65
C -0.42 0.03 -0.01
O -2.89 -1.29 0.29
F -3.13 0.91 0.03
H 0.95 -0.29 -1.70
H 0.13 1.20 -1.56
H -0.72 -0.20 -2.17
H -0.57 1.20 1.71
H -0.66 2.11 0.32
H 0.98 1.65 0.58
H -0.59 -2.02 0.38
H 1.04 -1.51 0.42
H -0.19 -1.35 1.72
```



Stability summary: most stable two), least stable one).



one) The following is a DFT calculation (wB97M-V/def2-TZVPD) of a 2-piece molecular cluster, C11H15NO overall.

Calculated values
LUMO (eV): 0.8297
2S+1: 1
SMILES: Cc1c[nH]c2ccccc12.CCO
HOMO-LUMO gap (eV): 8.74
E_HOMO (eV): -7.9116

Geometry as XYZ:
```
28
C11H15NO | the Open Molecules 2025 dataset | wB97M-V/def2-TZVPD
C 1.86 2.18 1.13
C 1.46 1.16 0.11
C 2.30 0.17 -0.35
N 1.63 -0.60 -1.25
C 0.32 -0.17 -1.39
C -0.79 -0.71 -2.05
C -1.99 -0.12 -1.86
C -2.11 1.08 -1.08
C -1.04 1.61 -0.39
C 0.23 1.00 -0.61
H 1.22 3.07 1.18
H 2.86 2.49 0.83
H 1.90 1.83 2.16
H 3.22 -0.18 0.07
H 1.96 -1.49 -1.59
H -0.63 -1.51 -2.77
H -2.94 -0.48 -2.24
H -3.11 1.49 -1.06
H -1.30 2.31 0.39
C 0.30 -1.44 2.83
C -1.00 -1.17 2.01
O -1.22 -2.15 1.01
H 0.90 -0.55 2.90
H 0.78 -2.26 2.30
H -0.04 -1.85 3.78
H -1.92 -1.21 2.59
H -0.89 -0.19 1.53
H -0.57 -2.06 0.33
```



two) The following is a DFT calculation (wB97M-V/def2-TZVPD) of a 2-piece molecular cluster, C11H15NO overall.

Calculated values
LUMO (eV): 0.7856
2S+1: 1
SMILES: Cc1c[nH]c2ccccc12.CCO
HOMO-LUMO gap (eV): 8.85
E_HOMO (eV): -8.0606

Geometry as XYZ:
```
28
C11H15NO | the Open Molecules 2025 dataset | wB97M-V/def2-TZVPD
C 2.27 1.86 1.13
C 1.82 1.12 -0.08
C 2.57 0.26 -0.85
N 1.70 -0.42 -1.73
C 0.43 0.02 -1.49
C -0.81 -0.32 -2.14
C -1.93 0.28 -1.63
C -1.87 1.48 -0.85
C -0.64 1.92 -0.47
C 0.47 1.04 -0.54
H 2.86 2.76 0.93
H 2.84 1.16 1.74
H 1.48 2.21 1.80
H 3.59 -0.07 -0.95
H 1.97 -0.99 -2.51
H -0.83 -1.03 -2.94
H -2.92 -0.02 -1.97
H -2.74 2.10 -0.77
H -0.43 2.88 0.00
C -2.06 -1.82 1.29
C -0.64 -1.40 1.59
O 0.06 -2.53 2.18
H -2.07 -2.80 0.83
H -2.53 -1.11 0.61
H -2.70 -1.83 2.17
H 0.00 -1.12 0.76
H -0.46 -0.61 2.33
H 0.63 -3.02 1.58
```



three) The following is a DFT calculation (wB97M-V/def2-TZVPD) of C11H15NO in the gas phase.

Calculated values
LUMO (eV): 0.9096
2S+1: 1
SMILES: Oc1ccc(N2CCCCC2)cc1
HOMO-LUMO gap (eV): 8.49
E_HOMO (eV): -7.5756

Geometry as XYZ:
```
28
C11H15NO | the Open Molecules 2025 dataset | wB97M-V/def2-TZVPD
O 3.12 2.79 -2.74
C 2.16 2.18 -1.90
C 2.69 1.62 -0.77
C 2.00 0.78 0.07
C 0.72 0.54 -0.31
N -0.15 -0.31 0.51
C 0.22 -1.51 1.16
C -0.91 -2.55 1.21
C -2.18 -1.97 0.58
C -2.38 -0.58 1.21
C -1.26 0.43 1.13
C 0.07 1.07 -1.37
C 0.84 1.93 -2.26
H 2.62 3.09 -3.53
H 3.79 1.96 -0.60
H 2.45 0.30 0.95
H 1.09 -1.83 0.65
H 0.40 -1.27 2.19
H -0.48 -3.44 0.74
H -1.21 -2.74 2.26
H -2.96 -2.68 0.59
H -2.05 -1.84 -0.54
H -2.49 -0.86 2.25
H -3.20 -0.08 0.78
H -1.68 1.26 0.64
H -0.99 0.87 2.06
H -0.93 0.83 -1.53
H 0.68 2.01 -3.45
```



four) The following is a DFT calculation (wB97M-V/def2-TZVPD) of C11H15NO as an isolated structure.

Calculated values
LUMO (eV): 0.7384
2S+1: 1
HOMO-LUMO gap (eV): 8.83
E_HOMO (eV): -8.0959

Geometry as XYZ:
```
28
C11H15NO | the Open Molecules 2025 dataset | wB97M-V/def2-TZVPD
C 1.30 1.23 -3.68
C 1.40 -0.08 -1.75
C 2.17 -0.78 -0.79
C 1.82 -0.92 0.57
C 0.59 -0.55 0.96
C 0.21 -0.59 2.44
C -1.34 -0.85 2.36
C -1.89 0.48 1.80
C -1.78 0.49 0.25
C -0.36 -0.12 -0.05
C 0.08 0.12 -1.45
H 1.18 2.27 -3.15
H 1.82 1.44 -4.62
H 0.31 0.74 -3.91
H 3.22 -1.10 -1.10
H 2.41 -1.42 1.32
H 0.53 0.65 2.81
H 0.97 -1.42 2.83
H -1.96 -0.98 3.36
H -1.41 -1.74 1.70
H -1.33 1.30 2.32
H -3.84 0.14 1.27
H -3.38 1.85 2.45
H -1.92 1.40 -0.36
H -2.33 -0.33 -0.12
H -0.75 0.51 -2.17
N -3.30 0.53 2.35
O 2.05 0.31 -2.86
```



Stability summary: most stable one), least stable four).